Entry 1:
{
  "formula": "C3H6OSn",
  "method": "ωB97M-V/def2-TZVPD",
  "elements": ["Sn", "C", "C", "O", "C", "H", "H", "H", "H", "H", "H"],
  "coordinates": [[-1.864625, -2.110162, -3.010472], [-0.247225, 1.409170, 0.401459], [-0.237936, -0.008422, -0.150853], [-1.048892, -0.278217, -1.034444], [0.818904, -0.939987, 0.397105], [0.696787, 1.560904, 0.924044], [-1.018299, 1.636413, 1.138351], [-0.298403, 2.147680, -0.397774], [1.103468, -1.789913, -0.220462], [0.426730, -1.330471, 1.340536], [1.669491, -0.296995, 0.612511]],
  "forces_ev_per_angstrom": [[0.6, 1.2, 1.4], [0.8, -0.2, 0.2], [0.9, 0.4, 0.8], [-1.2, -1.4, -2.0], [-0.6, 0.6, -0.2], [0.0, 0.1, 0.0], [-0.3, -0.4, -0.2], [-0.2, -0.2, -0.1], [-0.2, 0.1, -0.2], [0.1, 0.1, 0.2], [0.2, -0.4, 0.1]],
  "charge": 2,
  "lumo_energy_ev": -12.56,
  "relative_energy_kcal_mol": 0.00
}



Entry 2:
{
  "formula": "C3H6S",
  "method": "ωB97M-V/def2-TZVPD",
  "elements": ["C", "C", "C", "S", "H", "H", "H", "H", "H", "H"],
  "coordinates": [[-1.120959, -0.627595, 0.068729], [1.826259, 0.872349, -0.714397], [0.950764, 0.049857, -0.086759], [-2.339826, 0.552973, 0.526775], [-0.822389, -1.422058, 0.836670], [-1.290085, -1.076490, -0.889939], [2.837317, 0.835261, -0.425998], [1.538618, 1.645557, -1.423130], [1.221903, -0.770178, 0.455107], [-2.801602, -0.059676, 1.652942]],
  "forces_ev_per_angstrom": [[3.8, -0.1, 0.7], [-3.3, -0.7, 0.6], [-2.2, 1.2, -2.0], [-0.3, -0.1, 0.5], [-0.7, 1.4, -1.0], [0.0, 0.0, -0.4], [1.2, -0.3, 0.2], [-0.1, -0.1, 0.2], [1.3, -1.6, 1.7], [0.3, 0.2, -0.4]],
  "charge": 0,
  "lumo_energy_ev": 0.90,
  "relative_energy_kcal_mol": 77.91
}



Entry 3:
{
  "formula": "C3H6S",
  "method": "ωB97M-V/def2-TZVPD",
  "elements": ["C", "C", "C", "S", "H", "H", "H", "H", "H", "H"],
  "coordinates": [[1.494529, -0.159612, 0.793582], [0.503257, 0.507937, 0.285426], [-0.540876, 0.116266, -0.656065], [-2.202534, 0.786534, 0.068630], [2.327737, 0.324436, 1.298316], [1.637773, -1.291964, 0.550294], [0.419482, 1.641436, 0.549760], [-0.586904, -1.048924, -0.744879], [-0.146274, 0.421936, -1.658670], [-1.462056, 1.771656, 0.654369]],
  "forces_ev_per_angstrom": [[1.7, -3.0, -0.4], [-0.5, 3.4, 0.7], [-0.7, -2.5, -0.4], [2.0, -0.1, -1.0], [-0.4, -0.1, 0.2], [-0.3, 2.1, 0.5], [0.5, -1.9, -0.5], [-0.2, 2.0, 0.4], [-1.3, 0.4, 0.6], [-0.9, -0.3, -0.1]],
  "smiles": "C=CCS",
  "charge": 0,
  "lumo_energy_ev": 1.00,
  "relative_energy_kcal_mol": 23.38
}



Entry 4:
{
  "formula": "C3H6Si",
  "method": "ωB97M-V/def2-TZVPD",
  "elements": ["C", "C", "C", "Si", "H", "H", "H", "H", "H", "H"],
  "coordinates": [[-2.339403, -0.621595, -0.073613], [-1.342838, 0.044541, -0.023591], [-0.116415, 0.768543, -0.088920], [1.458695, -0.311852, -0.000848], [-3.226783, -1.176699, -0.077817], [0.107941, 1.462203, 1.001452], [-0.125172, 1.488954, -0.901904], [1.473240, -1.401289, -0.970724], [1.526639, -0.854776, 1.358225], [2.584098, 0.601971, -0.222263]],
  "forces_ev_per_angstrom": [[0.5, 0.4, 0.2], [-0.6, -0.4, 0.0], [1.7, 1.9, 3.2], [-0.6, 0.5, 0.0], [-0.6, -0.4, 0.0], [-1.0, -1.8, -3.1], [0.2, 0.1, 0.0], [0.0, -0.2, -0.3], [0.0, -0.1, 0.2], [0.2, 0.1, 0.0]],
  "smiles": "C#CC[SiH3]",
  "charge": 0,
  "lumo_energy_ev": 0.96,
  "relative_energy_kcal_mol": 15.88
}



Entry 5:
{
  "formula": "C3H6Si",
  "method": "ωB97M-V/def2-TZVPD",
  "elements": ["C", "C", "C", "Si", "H", "H", "H", "H", "H", "H"],
  "coordinates": [[1.739414, -0.744314, 0.493998], [0.635571, -0.088326, 0.538638], [1.757565, 0.586438, -0.199263], [-2.364272, -0.048170, 0.119788], [2.272910, -1.759064, 0.425254], [2.335982, 1.434882, 0.116556], [1.711941, 0.676415, -1.311059], [-1.787905, -0.306196, -1.252321], [-2.892933, 1.200512, 0.541715], [-3.408275, -0.952174, 0.526694]],
  "forces_ev_per_angstrom": [[0.1, -3.5, 0.1], [1.6, 0.2, 0.3], [-0.3, 1.7, -2.4], [0.4, -1.0, -0.2], [-0.8, 2.1, 0.4], [0.2, 0.2, 1.0], [-0.1, -0.6, 0.6], [-0.4, 0.4, 0.5], [-0.1, 1.4, -0.2], [-0.5, -0.8, -0.1]],
  "charge": 0,
  "lumo_energy_ev": [1.13, -2.30],
  "relative_energy_kcal_mol": 71.72,
  "spin_multiplicity": 3
}



Entry 6:
{
  "formula": "C3H7B3EuF2O3",
  "method": "ωB97M-V/def2-TZVPD",
  "elements": ["C", "C", "C", "F", "B", "O", "B", "O", "B", "F", "O", "H", "H", "H", "H", "H", "H", "H", "Eu"],
  "coordinates": [[2.778093, 0.075352, -0.246147], [1.523402, -0.785415, -0.279076], [0.646408, -0.632594, 0.959956], [0.812719, -1.699881, 1.832577], [-0.887197, -0.550019, 0.606595], [-1.758620, 0.360132, 1.295631], [-2.185393, 1.333018, 0.495243], [-2.702761, 0.942128, -0.777440], [-2.691465, -0.529033, -0.755728], [-3.804041, -1.120226, -0.935519], [-1.497395, -1.116191, -0.489103], [3.447635, -0.243719, 0.543341], [2.543168, 1.129081, -0.078037], [3.309768, 0.011356, -1.189049], [1.807250, -1.832772, -0.336737], [0.957431, -0.584656, -1.198086], [0.931785, 0.280918, 1.488365], [-2.023172, 2.506646, 0.757192], [-1.207617, 2.455874, -1.693977]],
  "forces_ev_per_angstrom": [[-0.1, 0.0, -0.1], [0.3, 0.1, 0.1], [-0.3, -0.1, -0.2], [0.1, 0.0, 0.0], [-0.2, -0.5, 0.6], [1.0, 0.5, 0.0], [-1.2, -0.7, 1.1], [0.6, -0.1, 0.5], [-0.2, -0.2, -0.1], [-0.6, -0.3, -0.4], [0.1, 0.3, 0.0], [0.1, 0.0, 0.2], [0.0, 0.1, 0.1], [0.2, -0.1, -0.1], [-0.1, -0.2, -0.1], [-0.2, 0.0, -0.1], [0.1, 0.0, 0.3], [0.0, 0.0, -0.4], [0.5, 1.0, -1.2]],
  "charge": 2,
  "lumo_energy_ev": [-10.10, -9.87],
  "spin_multiplicity": 8
}



Entry 7:
{
  "formula": "C3H7BO",
  "method": "ωB97M-V/def2-TZVPD",
  "elements": ["B", "C", "C", "C", "O", "H", "H", "H", "H", "H", "H", "H"],
  "coordinates": [[0.965368, -0.138667, -0.444010], [-1.000951, -1.560444, 0.205492], [-0.033712, -1.237642, -0.655793], [1.849515, 0.945596, -0.117435], [-1.384621, 1.786311, 0.322362], [-1.503694, -2.485624, 0.180220], [-1.233523, -0.784092, 0.917823], [0.004168, -1.810539, -1.575874], [1.402867, 1.883907, 0.260119], [-1.224839, 0.805437, 0.366855], [2.900961, 0.866271, -0.018800], [-0.621489, 1.945882, -0.315994]],
  "forces_ev_per_angstrom": [[1.5, 2.5, 0.6], [1.0, 1.4, -0.1], [-0.2, -0.5, -0.6], [-2.6, -1.4, -0.2], [2.1, -1.5, -1.5], [-1.1, -0.6, -0.2], [-0.2, -0.8, 1.0], [0.5, -0.4, 0.1], [0.3, -0.5, -0.3], [-0.9, 1.4, 0.3], [0.9, 0.0, -0.1], [-1.5, 0.5, 1.0]],
  "smiles": "C=BC=C.O",
  "charge": 0,
  "lumo_energy_ev": -0.54,
  "relative_energy_kcal_mol": 63.24
}



Entry 8:
{
  "formula": "C3H7BO",
  "method": "ωB97M-V/def2-TZVPD",
  "elements": ["B", "C", "C", "C", "O", "H", "H", "H", "H", "H", "H", "H"],
  "coordinates": [[0.344269, 0.383944, -0.972316], [-0.915334, -1.388906, -0.183954], [1.325222, 1.502883, -0.127879], [-1.486622, -1.055550, 1.047519], [0.320368, -0.842506, -0.607295], [-0.104252, 0.668972, -2.086190], [-1.849255, -1.934627, 1.654914], [-1.038459, -2.356463, -0.712694], [1.780325, 0.940305, 0.701930], [2.024968, 2.143240, -0.503692], [0.558280, 2.139098, 0.353087], [-0.959511, -0.200391, 1.436568]],
  "forces_ev_per_angstrom": [[2.9, 5.9, -2.3], [0.3, -1.7, 2.5], [-3.6, -3.3, 1.3], [2.4, -2.0, -3.1], [-2.1, -3.3, 2.2], [-0.4, 0.2, 0.9], [-0.5, 1.6, -0.8], [-0.5, 0.8, 0.4], [0.0, 0.1, -0.2], [1.7, 1.5, -1.7], [0.1, 0.0, 0.0], [-0.4, 0.2, 0.9]],
  "smiles": "C=COBC",
  "charge": 0,
  "lumo_energy_ev": 0.73,
  "relative_energy_kcal_mol": 37.02
}



Entry 9:
{
  "formula": "C3H7Br2Na3O",
  "method": "ωB97M-V/def2-TZVPD",
  "elements": ["Na", "Na", "Na", "C", "O", "H", "H", "H", "Br", "C", "C", "Br", "H", "H", "H", "H"],
  "coordinates": [[-18.130315, 1.087358, -7.505806], [-20.453906, 2.170345, -7.311507], [-17.854596, 3.112590, -6.333622], [-19.513593, 0.955855, -5.280529], [-19.022919, 1.894646, -6.193504], [-20.016999, 1.462247, -4.456979], [-20.298239, 0.297475, -5.653346], [-18.672760, 0.596564, -4.687223], [-19.433287, 0.418422, -0.454977], [-20.798406, 0.326244, -1.970839], [-21.369313, 1.687126, -2.282693], [-23.133789, 1.393783, -3.348878], [-21.514173, -0.406383, -1.597970], [-20.274641, -0.061488, -2.844589], [-20.616614, 2.199970, -2.881464], [-21.609180, 2.213249, -1.358702]],
  "forces_ev_per_angstrom": [[3.4, -4.4, -4.3], [-4.8, 1.0, -2.0], [5.4, 6.8, 0.7], [-0.4, 0.7, 2.4], [-3.5, -2.3, 3.9], [-0.4, 0.3, -0.2], [0.5, -0.8, -0.2], [-0.1, -1.4, -0.5], [-0.8, 0.2, -1.3], [0.5, -0.5, 0.8], [-0.6, -0.8, 0.2], [1.8, 0.4, 0.7], [0.0, 0.3, -0.2], [0.0, -0.3, 0.3], [-0.7, 0.5, 0.0], [-0.3, 0.2, -0.4]],
  "charge": 2,
  "lumo_energy_ev": -9.49,
  "relative_energy_kcal_mol": 91.49
}



Entry 10:
{
  "formula": "C3H7BrNO",
  "method": "ωB97M-V/def2-TZVPD",
  "elements": ["C", "C", "C", "N", "O", "Br", "H", "H", "H", "H", "H", "H", "H"],
  "coordinates": [[1.597952, 0.053013, 1.609525], [0.993364, 0.129739, 0.470455], [-0.769108, 0.325368, 0.075533], [-1.126145, -0.825924, -0.819698], [-0.976862, 1.390759, -0.665608], [1.990509, 0.088684, -1.361707], [2.648897, 0.174376, 1.878713], [1.170046, -0.021823, 2.579656], [-1.380761, 0.335065, 0.968703], [-0.547362, -0.727546, -1.659409], [-1.208903, -1.862449, -0.486334], [-2.023731, -0.551790, -1.159943], [-0.367895, 1.492527, -1.429885]],
  "forces_ev_per_angstrom": [[1.4, 0.5, 1.3], [-2.9, 0.1, -3.3], [4.8, -1.5, 1.5], [-0.4, -2.4, 0.3], [-0.4, 1.9, -1.0], [-1.2, 0.2, 2.0], [0.2, -0.4, -1.3], [-1.6, 0.0, 0.4], [0.1, -0.1, 0.2], [0.6, -0.6, 0.1], [0.6, 2.3, -0.4], [-1.4, 0.0, -0.3], [0.0, -0.1, 0.6]],
  "smiles": "C=C(Br)[C@H]([NH3+])O",
  "charge": 1,
  "lumo_energy_ev": -3.69,
  "relative_energy_kcal_mol": 47.03
}



Entry 11:
{
  "formula": "C3H7BrNO2V",
  "method": "ωB97M-V/def2-TZVPD",
  "elements": ["O", "V", "Br", "C", "O", "N", "C", "C", "H", "H", "H", "H", "H", "H", "H"],
  "coordinates": [[30.715366, 16.578688, -13.288914], [29.977722, 16.987868, -14.566640], [29.355444, 18.653202, -13.983528], [26.267230, 21.421719, -13.893595], [25.611902, 22.465011, -13.812235], [26.407189, 20.610920, -14.958797], [27.198398, 19.438602, -14.923988], [25.940170, 20.926537, -16.314754], [26.855244, 21.106934, -13.017611], [27.414830, 19.206586, -13.881193], [28.253394, 19.533591, -15.181006], [26.667288, 18.590476, -15.356077], [26.816186, 21.304029, -16.842195], [25.546236, 20.051143, -16.831079], [25.199576, 21.725483, -16.278635]],
  "forces_ev_per_angstrom": [[0.7, -1.5, 0.2], [4.6, -11.1, -3.3], [-0.6, 10.2, 5.2], [-1.0, 2.5, 1.0], [1.1, -2.0, -0.8], [-0.6, -0.4, -1.5], [-1.1, 0.8, 1.2], [0.2, 0.9, 0.4], [0.0, -0.4, 0.0], [-1.7, 0.0, 0.4], [-1.7, 1.3, -2.6], [0.3, -0.2, -0.3], [-0.1, 0.0, -0.4], [0.0, 0.0, 0.2], [0.0, -0.2, 0.1]],
  "charge": 1,
  "lumo_energy_ev": [-7.03, -7.02],
  "relative_energy_kcal_mol": 74.14,
  "spin_multiplicity": 2
}



Entry 12:
{
  "formula": "C3H7BrO",
  "method": "ωB97M-V/def2-TZVPD",
  "elements": ["C", "C", "C", "O", "Br", "H", "H", "H", "H", "H", "H", "H"],
  "coordinates": [[0.533004, 1.865296, -0.004578], [-1.185756, -1.617646, -0.614497], [1.451547, 1.185539, 0.657622], [-1.251438, -0.535685, 0.340076], [2.362944, -0.455247, 0.000912], [0.178636, 1.647627, -0.929440], [0.082612, 2.588036, 0.674357], [-0.543400, -0.654638, 0.946638], [-0.905672, -1.144571, -1.612431], [-2.170424, -1.938469, -0.812605], [-0.514098, -2.290650, -0.244492], [1.962044, 1.350403, 1.598439]],
  "forces_ev_per_angstrom": [[1.4, 0.2, 4.0], [-0.6, 4.3, -1.6], [1.3, -1.3, -0.8], [-1.2, -0.2, -0.8], [-0.6, 0.9, 0.0], [-1.1, -0.6, -2.4], [-0.1, 0.4, -0.7], [0.9, 0.0, 0.7], [0.4, -0.9, 1.1], [-1.1, -1.0, 0.3], [1.6, -2.3, 0.3], [-0.7, 0.5, 0.0]],
  "smiles": "C=CBr.CO",
  "charge": 0,
  "lumo_energy_ev": 0.86,
  "relative_energy_kcal_mol": 43.60
}



no.,strongest force on any atom (eV Å⁻¹),electronic energy (eV)
1,2.7,-11066.075
2,3.9,-14039.488
3,3.5,-14041.853
4,4.1,-11082.957
5,3.5,-11077.561
6,1.8,-36149.450
7,3.0,-5945.222
8,7.0,-5946.359
9,8.7,-158588.053
10,5.2,-76795.388
11,12.4,-104525.939
12,4.6,-75312.495